1.
C22H47INO9PS6 | ωB97M-V/def2-TZVPD

Structure (ORCA input):
```
! wB97M-V def2-TZVPD RIJCOSX def2/J DEFGRID3
* xyz 0 1
C 2.5259 -6.1585 0.4133
C 1.4590 -5.5654 -0.5919
C 0.4597 -4.5966 0.1654
C -0.6304 -5.4930 0.8311
N -1.3532 -4.8264 1.9475
C -2.3805 -5.8034 2.4020
C -3.8326 -5.3473 1.9736
C -4.4129 -4.5034 3.1508
C -5.7792 -3.8115 2.8420
C -5.7294 -2.9173 1.5277
C -6.6737 -3.6529 0.4937
C -6.5980 -3.0014 -0.9461
S -5.8462 -1.3500 -0.7786
O -6.4004 -0.5079 -1.8757
O -4.3883 -1.4846 -0.9739
O -6.2905 -0.6093 0.6334
C -6.1709 -1.4493 1.8000
I -8.1435 -1.3535 2.7909
P -4.9781 -0.5240 2.9679
S -3.1534 -1.2062 2.8914
C -0.4155 -4.5609 3.0362
S 0.4780 -5.7650 3.7689
S -0.2112 -2.8780 3.7014
C 0.0833 -1.7166 2.3118
C 0.7272 -0.3538 2.7978
C 2.0612 -0.0470 2.0427
H 2.4889 -7.2612 0.4501
H 3.5428 -5.8174 0.1237
H 2.3273 -5.6876 1.4021
H 0.8741 -6.3415 -1.1245
H 2.0157 -4.9168 -1.3009
H 1.0733 -4.0357 0.8967
H 0.0180 -3.9323 -0.6083
H -1.4100 -5.7180 0.0684
H -0.1476 -6.4500 1.1351
H -2.1392 -6.8371 2.0808
H -2.3851 -5.7657 3.5160
H -4.4467 -6.2509 1.7559
H -3.6836 -4.7618 1.0376
H -4.6149 -5.2294 3.9771
H -3.6375 -3.8155 3.5427
H -6.5152 -4.6336 2.6882
H -6.0750 -3.2335 3.7405
H -4.6636 -2.9539 1.2084
H -6.4454 -4.7352 0.5091
H -7.7248 -3.5432 0.8481
H -7.6212 -2.9477 -1.3689
H -6.0124 -3.6696 -1.6083
H -4.9452 0.8200 2.4677
H -5.5258 -0.4370 4.2814
H 0.7442 -2.1252 1.5198
H -0.8750 -1.4595 1.8052
H 0.0238 0.4682 2.5737
H 0.9357 -0.4477 3.8870
H 2.4040 0.9910 2.2489
H 2.8813 -0.7299 2.3554
H 1.9440 -0.1030 0.9378
O 1.7871 4.0051 0.2769
S 1.9490 3.4052 -1.0177
O 2.3784 2.0420 -1.1660
O 2.8907 4.3496 -1.9186
C 4.1962 4.6823 -1.4181
C 5.1526 3.5076 -1.5099
C 0.4593 3.6214 -1.9429
H 4.1296 5.0581 -0.3944
H 4.5737 5.4963 -2.0364
H 4.8449 2.6934 -0.8534
H 6.1597 3.8099 -1.2191
H 5.1781 3.1110 -2.5264
H 0.1406 4.6579 -1.8654
H -0.2907 2.9623 -1.5091
H 0.6447 3.3430 -2.9778
O 6.2114 7.3677 -2.7886
S 6.1790 7.8204 -4.1527
O 7.3832 8.0620 -4.8964
O 5.2364 9.1210 -4.2481
C 5.5500 10.2477 -3.4163
C 6.7688 11.0049 -3.9110
C 5.1582 6.7287 -5.0955
H 5.6770 9.9282 -2.3790
H 4.6809 10.9052 -3.4472
H 7.6705 10.3974 -3.8353
H 6.9240 11.9094 -3.3209
H 6.6504 11.2796 -4.9602
H 4.2265 6.5613 -4.5598
H 5.7024 5.7926 -5.2086
H 4.9762 7.1731 -6.0714
*
```

Results
Highest occupied orbital energy: -0.2987 Eh

Mulliken charges, unit e, in atom order: -0.89 -0.77 -0.18 -1.11 0.40 -1.34 -0.01 -0.65 -1.08 -0.18 -1.13 -0.70 1.20 -0.70 -0.61 -0.32 0.11 0.11 0.24 -0.29 -0.05 -0.14 -0.13 -0.19 -0.13 -1.24 0.26 0.34 0.14 0.37 0.38 0.07 0.34 0.43 0.41 0.37 0.73 0.20 0.19 0.38 0.09 0.47 0.41 0.69 0.45 0.37 0.38 0.37 0.11 0.08 0.14 0.14 0.22 0.26 0.37 0.32 0.30 -0.66 1.27 -0.59 -0.25 -0.03 -1.11 -0.98 0.31 0.02 0.36 0.40 0.27 0.32 0.38 0.31 -0.62 1.20 -0.61 -0.27 -0.33 -0.99 -0.99 0.32 0.27 0.31 0.38 0.26 0.30 0.38 0.36

---

2.
C22H47N4O | ωB97M-V/def2-TZVPD

Structure (ORCA input):
```
! wB97M-V def2-TZVPD RIJCOSX def2/J DEFGRID3
* xyz 1 1
C 0.1250 -0.9687 -0.2428
O -1.1795 -1.4783 0.0128
C -1.2153 -2.4270 1.0539
C -2.5978 -3.1057 1.1065
C -3.4461 -2.9029 -0.1520
C -4.9462 -3.1486 0.0933
C -5.8354 -2.2347 -0.7346
C -5.6957 -0.7787 -0.4116
C -4.9431 -0.2582 0.6427
C -4.9159 1.1075 0.7968
C -5.6385 1.9098 -0.1027
N -6.3426 1.4183 -1.0800
N -6.3334 0.0909 -1.1822
H 0.0230 0.0839 -0.5022
H 0.5430 -1.4917 -1.1031
H 0.7820 -1.0497 0.6218
H -1.0180 -1.9363 2.0129
H -0.4296 -3.1775 0.9237
H -3.1360 -2.7467 1.9866
H -2.4707 -4.1778 1.2494
H -3.3079 -1.8886 -0.5215
H -3.0911 -3.5683 -0.9356
H -5.2011 -4.1702 -0.1871
H -5.1940 -3.0690 1.1526
H -6.8856 -2.4981 -0.5698
H -5.6536 -2.3677 -1.8029
H -4.3958 -0.9101 1.3037
H -4.3564 1.5868 1.5865
H -5.6339 2.9852 -0.0146
H -6.8883 -0.2625 -1.9531
C 6.7708 -4.2170 1.5303
C 6.0565 -3.2565 0.5921
N 4.6123 -3.4143 0.6057
C 3.9435 -2.7278 -0.4818
C 4.0072 -1.1955 -0.5221
C 3.9804 -3.3117 1.9088
C 4.1874 -2.0198 2.7121
H 6.4794 -5.2472 1.3233
H 7.8487 -4.1316 1.3913
H 6.5610 -4.0030 2.5788
H 6.3922 -3.4561 -0.4287
H 6.3753 -2.2283 0.8262
H 2.8937 -3.0393 -0.4790
H 4.3624 -3.1133 -1.4162
H 3.3721 -0.7429 0.2401
H 3.6523 -0.8398 -1.4922
H 5.0213 -0.8187 -0.3907
H 4.3264 -4.1500 2.5174
H 2.9089 -3.4837 1.7698
H 5.2309 -1.7033 2.7093
H 3.9007 -2.1843 3.7526
H 3.5839 -1.1945 2.3352
C 1.9161 3.0133 -0.5280
C 1.4237 4.2234 -1.3057
N 0.0334 4.1076 -1.7135
C -0.3660 5.0983 -2.6995
C -0.3613 6.5744 -2.2858
C -0.9131 3.8546 -0.6445
C -0.9755 4.8542 0.5193
H 1.7383 2.0965 -1.0932
H 2.9874 3.0984 -0.3453
H 1.4276 2.9223 0.4435
H 2.0207 4.3165 -2.2159
H 1.6210 5.1304 -0.7136
H -1.3638 4.8315 -3.0596
H 0.2995 4.9797 -3.5593
H -1.1910 6.8187 -1.6235
H -0.4616 7.2021 -3.1726
H 0.5677 6.8567 -1.7903
H -0.6968 2.8647 -0.2303
H -1.9049 3.7665 -1.0988
H 0.0187 5.1234 0.8762
H -1.5120 4.4093 1.3610
H -1.4969 5.7709 0.2495
*
```

Results
Highest occupied orbital energy: -0.3528 Eh

Mulliken charges, unit e, in atom order: -0.54 -0.33 -0.56 -0.88 -0.59 -0.98 -0.95 0.57 0.30 -0.70 -0.32 -0.94 0.45 0.02 0.32 0.29 0.34 0.37 0.35 0.40 0.40 0.46 0.50 0.39 0.50 0.45 0.39 0.45 0.50 0.31 -1.43 -0.34 0.14 -0.80 -0.82 -0.61 -0.95 0.33 0.43 0.29 0.44 0.26 0.36 0.38 0.02 0.40 0.39 0.37 0.24 0.26 0.39 0.24 -1.30 -0.40 0.19 -0.68 -0.98 -0.17 -1.15 0.26 0.47 0.26 0.47 0.26 0.34 0.41 0.22 0.40 0.28 -0.24 0.41 0.24 0.42 0.29

---

3.
C22H48BrN4O5S2 | ωB97M-V/def2-TZVPD

Structure (ORCA input):
```
! wB97M-V def2-TZVPD RIJCOSX def2/J DEFGRID3
* xyz 1 1
C -3.8515 -0.6270 -1.5666
C -3.3110 0.4890 -1.0569
N -1.9012 0.8487 -1.3904
C -1.8579 2.1396 -2.1740
C -0.7321 2.1109 -3.2395
N -3.1290 2.1448 -2.9154
C -1.8459 3.4300 -1.3111
O -3.0669 4.1252 -1.4231
C -1.6124 3.1367 0.1854
S -1.5819 4.6643 1.1539
C -0.4150 2.1561 0.3471
Br -0.0584 1.9729 2.2855
C 0.9289 2.5708 -0.2591
C 1.4355 3.9823 0.0927
C 1.1462 4.9924 -0.9971
N 1.8646 4.7300 -2.2154
O 0.4144 5.9351 -0.8614
C -0.9118 0.7271 -0.2067
S -1.7962 -0.1172 1.2019
C 0.2550 -0.2058 -0.5834
C -0.1089 -1.6731 -0.7307
N 0.3092 -2.5917 0.0182
H -3.7839 -0.7866 -2.6413
H -4.3526 -1.3632 -0.9548
H -3.8839 1.1453 -0.4213
H -1.6320 0.1144 -2.0502
H -1.0876 1.5899 -4.1247
H 0.1690 1.5926 -2.9137
H -0.4784 3.1231 -3.5366
H -3.1315 1.3618 -3.5665
H -3.1098 2.9537 -3.5289
H -1.0773 4.0811 -1.7238
H -2.8473 5.0621 -1.4330
H -2.4870 2.5887 0.5356
H -2.4635 4.3873 2.1305
H 1.6731 1.8809 0.1274
H 0.9863 2.4617 -1.3414
H 2.5228 3.9220 0.1262
H 1.1249 4.3369 1.0682
H 1.2767 4.2309 -2.8694
H 2.1686 5.6048 -2.6257
H -2.2069 -1.2684 0.6352
H 0.9721 -0.1146 0.2295
H 0.7810 0.1112 -1.4896
H -0.7496 -1.9302 -1.5776
H 0.9099 -2.1771 0.7344
C 3.1451 -6.4571 1.7330
C 2.0219 -7.0730 0.9124
C 2.2328 -6.8437 -0.5762
O 0.7676 -6.5116 1.3122
H 3.1866 -5.3742 1.5770
H 2.9761 -6.6235 2.7973
H 4.1125 -6.8828 1.4638
H 1.9633 -8.1416 1.1142
H 2.2455 -5.7726 -0.8022
H 1.4164 -7.2851 -1.1492
H 3.1726 -7.2812 -0.9156
H 0.8029 -5.5647 1.1389
C -1.6775 -8.7963 1.0475
C -0.9948 -10.0602 1.5438
C -1.8162 -10.7478 2.6237
O 0.3000 -9.7393 2.0517
H -1.7943 -8.0783 1.8630
H -1.0741 -8.3114 0.2807
H -2.6638 -9.0149 0.6329
H -0.8407 -10.7466 0.7102
H -1.9413 -10.0888 3.4873
H -1.3102 -11.6477 2.9743
H -2.8044 -11.0254 2.2540
H 0.1845 -9.1312 2.7901
C 1.5289 8.4843 0.5887
C 2.1102 9.2053 1.7952
C 3.2852 10.0888 1.4052
O 2.5251 8.2523 2.7751
H 2.2800 7.8315 0.1328
H 0.6926 7.8529 0.8868
H 1.1801 9.1901 -0.1666
H 1.3360 9.8135 2.2637
H 4.0910 9.4873 0.9747
H 3.6915 10.5930 2.2818
H 2.9892 10.8436 0.6754
H 3.2131 7.7070 2.3799
*
```

Results
Highest occupied orbital energy: -0.4129 Eh

Mulliken charges, unit e, in atom order: -0.98 -0.06 0.57 0.36 -1.58 -0.53 -1.23 -0.61 -0.19 -0.03 -1.14 0.11 -0.84 -0.99 0.25 -0.48 -0.50 1.41 -0.08 -1.28 -0.42 -0.53 0.23 0.32 0.42 0.69 0.37 0.41 0.34 0.32 0.33 0.56 0.55 0.75 0.27 0.64 0.28 0.63 0.35 0.19 0.38 0.24 0.60 0.20 0.41 0.29 -1.40 0.55 -1.31 -0.48 0.30 0.33 0.39 0.38 0.28 0.31 0.39 0.27 -1.05 0.32 -1.30 -0.52 0.28 0.17 0.43 0.26 0.35 0.32 0.37 0.35 -0.96 0.34 -1.27 -0.54 0.19 0.22 0.36 0.32 0.32 0.34 0.35 0.34

---

E? In order: -125890.54173 -31576.05329 -131492.85389 eV.